Entry 1:
ORCA calculation (wB97M-V/def2-TZVPD) on a cluster of 2 separate species, C4H2BrN2O2S in total in a non-equilibrium geometry.

Structure (XYZ):
```
12
Properties=species:S:1:pos:R:3:forces:R:3
N 0.698 -1.185 1.033 0.4 -1.1 0.1
Br 0.749 3.504 -0.770 0.0 0.6 -1.1
H 1.116 0.346 2.409 -0.7 0.1 -0.7
C 0.665 1.056 0.283 0.9 -1.9 2.3
O -2.031 -0.315 0.145 -0.6 0.0 -0.9
H 0.507 -2.359 -0.917 0.6 2.2 2.2
O -2.370 -1.389 -1.856 -0.5 -1.4 -3.0
S 0.742 0.151 -1.187 -0.1 -0.4 -0.1
C 0.770 0.097 1.393 0.2 0.7 -0.7
N 0.619 2.301 0.601 -0.2 1.1 0.7
C -2.169 -0.818 -0.898 0.6 1.4 4.0
C 0.703 -1.389 -0.237 -0.7 -1.4 -2.9
```
Forces are in eV/Å.

HOMO: -2.455 eV
charge: -1
Kohn-Sham gap: 5.71 eV

***

Entry 2:
ORCA calculation (wB97M-V/def2-TZVPD) on an isolated molecule of C4H2BrNS in a non-equilibrium geometry.

Structure (XYZ):
```
9
Properties=species:S:1:pos:R:3:forces:R:3
H -1.072 1.877 1.470 -0.4 0.8 0.4
Br 2.961 0.160 -0.211 -0.2 -0.3 0.1
N 0.198 -3.507 -1.228 -0.6 -0.4 -0.9
C 1.149 -0.599 -0.006 1.6 -1.2 -0.1
C 0.324 0.390 0.582 -0.4 0.1 -0.3
C -0.337 1.256 1.070 0.0 -0.6 -0.2
C 0.534 -2.946 -0.288 -0.4 -1.9 -0.7
S 1.175 -2.224 1.012 0.7 2.1 1.2
H 0.945 -1.066 -0.993 -0.3 1.3 0.6
```
Forces are in eV/Å.

HOMO: -10.103 eV
energy above the lowest of the compared OMol25 structures with the same formula, charge and spin: 0.606 eV
SMILES: C#C[C@@H](Br)SC#N
charge: 0
Kohn-Sham gap: 9.87 eV

***

Entry 3:
ORCA calculation (wB97M-V/def2-TZVPD) on a structure of composition C4H2Cl2 in a non-equilibrium geometry.

Structure (XYZ):
```
8
Properties=species:S:1:pos:R:3:forces:R:3
C 0.628 -0.929 1.838 -0.4 0.4 0.3
C 0.065 -1.362 0.851 -0.4 0.6 -1.7
H 0.954 -0.374 2.707 0.0 -0.6 -0.4
Cl -0.689 2.198 -2.251 -0.1 0.1 0.4
Cl -0.634 -0.433 -1.482 0.2 -0.4 1.1
C -0.593 -1.706 -0.378 0.8 -0.6 1.3
H 0.672 1.445 -0.451 -2.1 -1.1 -0.4
C -0.402 1.161 -0.834 2.2 1.7 -0.6
```
Forces are in eV/Å.

HOMO (spin up / spin down): -9.145 / -7.913 eV
energy above the lowest of the compared OMol25 structures with the same formula, charge and spin: 6.718 eV
charge: 0
Kohn-Sham gap (spin up / spin down): 8.13 / 5.86 eV

***

Entry 4:
ORCA calculation (wB97M-V/def2-TZVPD) on an isolated molecule of C4H2Cl2 in a non-equilibrium geometry.

Structure (XYZ):
```
8
Properties=species:S:1:pos:R:3:forces:R:3
C 1.032 -0.168 -0.262 2.2 2.2 3.1
H 1.716 0.176 0.636 -1.5 -0.5 -2.0
C -1.041 1.027 0.296 1.4 -0.7 0.1
H -0.938 2.073 0.413 0.1 0.6 -0.2
C -1.495 -1.458 0.141 -1.8 3.0 1.4
Cl 1.786 0.131 -1.774 0.1 -0.1 -0.7
C -1.590 -0.064 0.487 -0.4 -4.3 -1.2
Cl 0.530 -1.718 0.062 -0.1 -0.2 -0.5
```
Forces are in eV/Å.

HOMO: -8.168 eV
energy above the lowest of the compared OMol25 structures with the same formula, charge and spin: 6.729 eV
charge: 0
Kohn-Sham gap: 6.43 eV

***

Entry 5:
ORCA calculation (wB97M-V/def2-TZVPD) on an isolated molecule of C4H2Cl6O in a non-equilibrium geometry.

Structure (XYZ):
```
13
Properties=species:S:1:pos:R:3:forces:R:3
O 0.303 0.651 1.373 0.5 0.4 -1.5
C -0.313 -0.621 1.193 0.3 -1.1 1.5
Cl -2.299 0.065 -0.441 0.1 -0.4 -0.2
Cl 2.353 1.749 0.000 -1.2 0.1 0.3
C 0.394 0.058 -0.935 0.1 0.1 -1.2
Cl 1.798 -1.054 -1.043 -0.2 0.6 0.0
C 0.619 1.208 0.084 0.4 0.1 1.9
C -0.703 -0.733 -0.254 -1.5 -1.0 0.0
H -1.192 -0.766 1.857 0.5 0.5 -0.4
H 0.414 -1.401 1.486 -0.2 0.2 -0.4
Cl -0.488 2.611 -0.061 0.8 0.0 -0.4
Cl 0.003 0.716 -2.540 0.2 -0.5 0.3
Cl -0.888 -2.483 -0.719 0.0 1.1 0.1
```
Forces are in eV/Å.

HOMO: -10.709 eV
energy above the lowest of the compared OMol25 structures with the same formula, charge and spin: 0.000 eV
SMILES: ClC1(Cl)COC(Cl)(Cl)C1(Cl)Cl
charge: 0
Kohn-Sham gap: 10.85 eV

***

Entry 6:
ORCA calculation (wB97M-V/def2-TZVPD) on an isolated molecule of C4H2ClNO2.

Structure (XYZ):
```
10
Properties=species:S:1:pos:R:3:forces:R:3
N -0.183 1.767 0.004 -0.3 0.1 -0.1
H 0.613 -2.041 0.028 0.1 -0.2 -0.1
C 0.376 -0.994 -0.002 0.1 0.4 0.1
O -1.976 -1.287 -0.005 -0.3 -0.1 0.0
H -2.139 1.336 0.002 0.1 0.1 0.0
C -1.136 0.921 -0.009 -0.1 -0.2 0.1
C -1.009 -0.561 -0.005 0.5 0.2 -0.1
O 1.110 1.277 -0.006 0.3 -0.1 0.0
Cl 3.011 -0.374 -0.005 -0.1 0.0 0.0
C 1.331 -0.044 -0.002 -0.3 -0.2 0.0
```
Forces are in eV/Å.

HOMO: -10.209 eV
energy above the lowest of the compared OMol25 structures with the same formula, charge and spin: 1.817 eV
SMILES: O=c1cnoc(Cl)c1
charge: 0
Kohn-Sham gap: 10.08 eV

***

Entry 7:
ORCA calculation (wB97M-V/def2-TZVPD) on an isolated molecule of C4H2ClNO2 in a non-equilibrium geometry.

Structure (XYZ):
```
10
Properties=species:S:1:pos:R:3:forces:R:3
O -0.060 -1.051 -0.411 0.1 0.0 -0.8
H -0.476 -2.376 1.123 0.0 -0.2 -0.1
C 0.089 0.288 -0.438 -0.2 0.1 1.2
O 0.746 0.269 -2.749 -1.8 3.6 5.5
C 0.406 0.947 -1.683 2.0 -3.9 -5.9
N -0.043 0.837 0.742 0.2 0.5 -1.1
C -0.287 -0.186 1.587 -0.1 -1.0 -0.2
Cl 0.351 2.641 -1.666 0.0 0.4 0.0
C -0.302 -1.351 0.863 -0.1 0.5 1.0
H -0.424 -0.019 2.633 -0.1 -0.1 0.3
```
Forces are in eV/Å.

HOMO: -10.062 eV
energy above the lowest of the compared OMol25 structures with the same formula, charge and spin: 0.605 eV
SMILES: O=C(Cl)c1ncco1
charge: 0
Kohn-Sham gap: 9.22 eV

***

Entry 8:
ORCA calculation (wB97M-V/def2-TZVPD) on an isolated molecule of C4H2ClNS2 in a non-equilibrium geometry.

Structure (XYZ):
```
10
Properties=species:S:1:pos:R:3:forces:R:3
Cl 2.762 0.382 -0.034 0.4 -0.2 -0.2
N -2.205 -0.443 0.078 2.0 0.1 -0.5
S -2.018 1.267 -0.114 0.1 -0.3 0.6
C -0.259 1.320 0.025 -0.8 0.5 -0.7
S 0.590 2.728 0.035 -0.5 -0.6 0.1
H 1.509 -1.615 -0.077 0.4 -0.7 -0.2
C 1.372 -0.561 -0.099 0.1 0.2 0.5
H -0.871 -2.015 0.170 -0.1 -1.0 0.0
C -1.009 -0.974 0.044 -1.9 1.4 0.3
C 0.130 -0.088 -0.029 0.2 0.7 0.2
```
Forces are in eV/Å.

HOMO: -8.713 eV
energy above the lowest of the compared OMol25 structures with the same formula, charge and spin: 0.056 eV
SMILES: S=C1SN=C/C1=C/Cl
charge: 0
Kohn-Sham gap: 7.26 eV

***

Entry 9:
ORCA calculation (wB97M-V/def2-TZVPD) on the ion C4H2ClO2 with charge -1 in a non-equilibrium geometry.

Structure (XYZ):
```
9
Properties=species:S:1:pos:R:3:forces:R:3
O 0.341 -2.203 -0.218 0.0 -0.1 -0.1
H -1.419 -0.083 -1.444 -0.2 0.0 -0.1
Cl 2.852 0.134 -0.134 0.5 0.1 -0.1
C 1.187 0.061 0.458 -1.5 1.2 -0.6
C -0.539 0.005 -0.825 -0.7 -0.1 -0.5
C 0.085 1.120 -0.268 1.8 -0.8 1.3
H 1.231 0.053 1.548 -0.1 -0.1 -0.1
C 0.289 -0.978 -0.249 0.3 -0.2 0.3
O -0.007 2.330 -0.184 -0.1 0.0 -0.2
```
Forces are in eV/Å.

HOMO: -4.126 eV
energy above the lowest of the compared OMol25 structures with the same formula, charge and spin: 0.011 eV
SMILES: O=C1C=C([O-])[C@@H]1Cl
charge: -1
Kohn-Sham gap: 7.99 eV

***

Entry 10:
ORCA calculation (wB97M-V/def2-TZVPD) on the ion C4H2ClO2 with charge -1 in a non-equilibrium geometry.

Structure (XYZ):
```
9
Properties=species:S:1:pos:R:3:forces:R:3
C -1.134 -0.214 -0.131 4.5 -1.3 1.1
C -0.583 0.994 0.310 -2.2 2.8 0.4
C 0.816 0.545 0.411 -2.1 -2.7 -2.9
Cl 0.990 -0.978 -1.880 0.3 -0.4 -2.0
H -1.214 1.937 0.386 1.2 -0.9 0.1
H 1.009 -1.581 0.266 0.4 -2.4 1.6
O -2.178 -0.747 -0.214 -3.4 -1.2 -0.9
O 1.819 0.869 1.024 3.1 1.7 2.4
C 0.476 -0.825 -0.173 -1.7 4.3 0.2
```
Forces are in eV/Å.

multiplicity: 3
HOMO (spin up / spin down): 0.281 / -4.088 eV
energy above the lowest of the compared OMol25 structures with the same formula, charge and spin: 0.995 eV
charge: -1
Kohn-Sham gap (spin up / spin down): 3.84 / 6.26 eV

***

Entry 11:
ORCA calculation (wB97M-V/def2-TZVPD) on the ion C4H2ClO4 with charge -1 in a non-equilibrium geometry.

Structure (XYZ):
```
11
Properties=species:S:1:pos:R:3:forces:R:3
C -1.590 -0.920 -0.138 -1.8 0.5 0.7
O 0.896 0.692 0.844 0.4 0.1 1.0
H -0.027 -2.120 -0.668 -0.2 0.4 1.0
O -2.578 -1.317 -0.693 0.6 -0.7 -0.7
O 0.078 1.155 -1.207 0.8 1.4 1.1
O 1.955 -1.241 0.734 0.2 0.4 0.1
C 0.913 -0.649 0.568 -1.8 -3.0 -0.9
C 0.498 1.494 -0.123 0.2 1.1 -1.2
C -0.307 -1.321 0.061 2.6 -0.4 -0.7
Cl -2.130 0.560 0.958 0.1 0.7 0.7
H 0.794 2.520 0.296 -0.9 -0.7 -1.1
```
Forces are in eV/Å.

HOMO: -4.243 eV
energy above the lowest of the compared OMol25 structures with the same formula, charge and spin: 0.405 eV
SMILES: O=CO/C([O-])=C\C(=O)Cl
charge: -1
Kohn-Sham gap: 7.97 eV

***

Entry 12:
ORCA calculation (wB97M-V/def2-TZVPD) on an isolated molecule of C4H2F4 in a non-equilibrium geometry.

Structure (XYZ):
```
10
Properties=species:S:1:pos:R:3:forces:R:3
C 0.491 -2.238 -0.766 0.0 0.1 0.5
H 1.141 0.938 -0.865 -1.2 -0.7 1.5
F 0.474 0.450 1.822 -0.4 0.2 -1.6
C 0.128 0.485 -0.577 0.5 -1.3 -1.3
F -0.464 2.243 0.994 0.1 -1.4 -0.9
F -1.596 0.431 1.307 0.4 -0.2 -1.6
C 0.246 -1.075 -0.770 -0.6 3.9 0.5
F -0.694 1.115 -1.502 -0.2 -0.7 0.4
H 0.692 -3.221 -0.484 0.2 -1.0 -0.3
C -0.418 0.873 0.841 1.3 1.2 2.9
```
Forces are in eV/Å.

HOMO: -11.367 eV
energy above the lowest of the compared OMol25 structures with the same formula, charge and spin: 0.269 eV
SMILES: C#C[C@@H](F)C(F)(F)F
charge: 0
Kohn-Sham gap: 12.05 eV